# C12H27BO3

C12H27BO3 in the gas phase (wB97M-V/def2-TZVPD, the OMol25 dataset).

Last column: Löwdin charge in e.
Geometry (Å):
1 C 0.08644 -3.47118 -2.95019  -0.096
2 C 0.82724 -2.16682 -2.58671  -0.269
3 C 1.65441 -2.28240 -1.35686  -0.208
4 C 2.28711 -0.93212 -1.06277  -0.165
5 O 1.24896 0.07135 -0.99809  0.061
6 B 0.50352 0.05348 0.18225  -0.707
7 O 0.60101 -1.06019 1.04531  0.056
8 C -0.20863 -0.95230 2.17980  -0.203
9 C -1.60681 -1.56092 2.00899  -0.148
10 C -2.31681 -0.98387 0.77244  -0.268
11 C -3.70676 -1.53162 0.62812  -0.118
12 O -0.36170 1.12983 0.44163  0.033
13 C -0.37533 2.19583 -0.42907  -0.212
14 C 0.69344 3.21711 -0.10785  -0.181
15 C 0.60307 3.81413 1.28502  -0.245
16 C 1.88165 4.62057 1.62940  -0.108
17 H -0.79758 -3.63357 -2.32959  0.070
18 H -0.22473 -3.49228 -3.98470  0.060
19 H 0.77968 -4.30154 -2.83455  0.066
20 H 0.09013 -1.37554 -2.46105  0.102
21 H 1.46162 -1.77030 -3.44010  0.132
22 H 0.94666 -2.55426 -0.53140  0.129
23 H 2.36631 -3.05450 -1.39436  0.104
24 H 3.00621 -0.61822 -1.86540  0.140
25 H 2.88659 -0.96839 -0.13208  0.130
26 H -0.30642 0.11475 2.40683  0.121
27 H 0.38538 -1.43527 2.96939  0.133
28 H -1.49724 -2.65255 1.86243  0.125
29 H -2.18558 -1.32489 2.90502  0.119
30 H -2.30115 0.10099 0.79854  0.108
31 H -1.76756 -1.27285 -0.10858  0.102
32 H -4.26322 -1.15510 -0.24950  0.078
33 H -4.28674 -1.27415 1.52441  0.074
34 H -3.71257 -2.62540 0.57154  0.074
35 H -0.21978 1.78211 -1.44132  0.132
36 H -1.40090 2.59914 -0.36260  0.141
37 H 0.67458 3.95995 -0.88036  0.115
38 H 1.68516 2.78673 -0.18044  0.114
39 H -0.25369 4.45655 1.41750  0.101
40 H 0.48586 3.02160 2.04155  0.110
41 H 2.75730 3.97881 1.53181  0.069
42 H 2.03754 5.41508 0.89946  0.066
43 H 1.84334 5.13225 2.58613  0.064

- Multiplicity: 1
- Orbital gap: 11.062 eV
- SMILES string: CCCCOB(OCCCC)OCCCC
- E_LUMO: 0.85 eV
- Relative energy (zero: lowest compared OMol25 entry of this formula, charge and spin): 25.4 kJ/mol
- HOMO level: -10.21 eV